Record 1
The following is a quantum chemistry calculation of a molecular structure, C35H43BN10O2STi at a distorted geometry, from OMol25.

Values from the calculation:
- HOMO level (alpha / beta) (eV) = -12.826 / -12.825
- strongest force on any atom (eV/A) = 2.0
- ΔE to the lowest compared entry with this formula, charge and spin (eV) = 0.993
- charge = +2
- molecular weight (g/mol) = 726.5

Each line ends with the Mulliken charge.
Element x y z (Å)
1 Ti 1.117 -1.188 0.678  -1.04
2 C -2.782 -2.057 1.911  -1.43
3 C -1.851 -1.948 0.887  -0.75
4 N -0.755 -1.325 1.333  1.82
5 N -0.959 -1.031 2.640  0.44
6 C -2.173 -1.460 3.004  -0.78
7 B 0.119 -0.344 3.506  -0.31
8 N 1.387 -1.252 3.561  0.15
9 C 2.204 -1.517 4.586  -0.38
10 C 3.339 -2.153 4.102  -1.20
11 C 3.148 -2.222 2.729  -0.56
12 N 1.967 -1.672 2.415  1.29
13 N 0.657 0.901 2.766  0.02
14 C 1.025 2.091 3.266  -0.50
15 C 1.913 2.680 2.386  -1.31
16 C 2.048 1.758 1.349  -0.44
17 N 1.283 0.692 1.586  1.13
18 H -3.761 -2.499 1.865  0.57
19 H -1.928 -2.280 -0.136  0.46
20 H -2.541 -1.321 4.008  0.56
21 H -0.293 -0.088 4.588  -0.07
22 H 1.944 -1.242 5.595  0.49
23 H 4.190 -2.497 4.661  0.49
24 H 3.788 -2.639 1.968  0.55
25 H 0.645 2.443 4.211  0.53
26 H 2.406 3.631 2.492  0.54
27 H 2.654 1.805 0.459  0.53
28 C -0.240 -4.504 3.305  -1.26
29 O 0.137 -3.918 2.059  0.25
30 C 0.188 -4.747 0.993  0.93
31 C -0.063 -6.109 1.098  -0.97
32 C -0.037 -6.923 -0.019  -0.82
33 C 0.247 -6.385 -1.264  -1.06
34 C 0.518 -5.039 -1.376  -0.65
35 C 0.499 -4.185 -0.262  0.43
36 N 0.851 -2.805 -0.447  0.79
37 N 0.893 -2.518 -1.719  -0.18
38 C 1.631 -1.570 -2.293  -0.18
39 C 2.662 -0.889 -1.571  1.30
40 O 2.591 -0.917 -0.266  -0.02
41 C 3.737 -0.324 -2.273  -1.04
42 C 3.723 -0.306 -3.639  -0.86
43 C 2.649 -0.839 -4.402  0.48
44 C 2.628 -0.763 -5.808  -0.94
45 C 1.577 -1.293 -6.513  -0.62
46 C 0.511 -1.906 -5.842  -0.76
47 C 0.504 -1.986 -4.468  -0.62
48 C 1.575 -1.467 -3.734  0.60
49 H 0.550 -5.155 3.686  0.38
50 H -1.169 -5.066 3.208  0.50
51 H -0.394 -3.682 3.995  0.25
52 H -0.281 -6.553 2.057  0.48
53 H -0.232 -7.981 0.088  0.44
54 H 0.274 -7.018 -2.139  0.43
55 H 0.761 -4.616 -2.337  0.54
56 H 4.552 0.111 -1.710  0.60
57 H 4.553 0.145 -4.169  0.46
58 H 3.449 -0.279 -6.322  0.45
59 H 1.565 -1.236 -7.593  0.42
60 H -0.314 -2.317 -6.409  0.44
61 H -0.325 -2.432 -3.936  0.50
62 C -0.692 6.982 -1.904  -1.17
63 C 0.491 6.017 -1.904  -0.39
64 C 0.756 5.400 -0.526  -1.13
65 C -0.298 4.380 -0.103  -0.28
66 N 0.015 3.064 -0.647  0.28
67 C -0.685 1.959 -0.431  -0.20
68 S -0.118 0.482 -1.123  -0.11
69 N -1.796 2.060 0.289  0.53
70 C -2.885 1.084 0.341  -0.29
71 C -4.144 1.605 -0.361  -0.92
72 C -5.023 2.518 0.496  -0.53
73 C -4.384 3.852 0.886  -1.05
74 H -0.767 7.488 -2.865  0.38
75 H -0.568 7.744 -1.133  0.31
76 H -1.642 6.472 -1.729  0.28
77 H 1.386 6.561 -2.209  0.38
78 H 0.325 5.225 -2.641  0.24
79 H 0.782 6.197 0.218  0.41
80 H 1.739 4.918 -0.514  0.36
81 H -1.281 4.704 -0.461  0.11
82 H -0.336 4.307 0.989  0.38
83 H 0.823 2.983 -1.242  0.45
84 H -2.074 2.991 0.570  -0.17
85 H -3.104 0.861 1.388  0.07
86 H -2.533 0.180 -0.144  0.27
87 H -4.740 0.741 -0.664  0.29
88 H -3.845 2.122 -1.278  0.33
89 H -5.323 1.983 1.401  0.29
90 H -5.935 2.721 -0.067  0.45
91 H -3.597 3.728 1.637  0.32
92 H -5.133 4.508 1.327  0.43
93 H -3.979 4.365 0.009  0.19

***

Record 2
The following is a quantum chemistry calculation of 2 unconnected molecules or ions with the total composition C9H14BrClN2 at a distorted geometry, from OMol25.

Values from the calculation:
- HOMO level (alpha / beta) (eV) = -7.707 / -7.867
- strongest force on any atom (eV/A) = 1.2
- ΔE to the lowest compared entry with this formula, charge and spin (eV) = 1.886
- charge = 0
- molecular weight (g/mol) = 265.6

Each line ends with the Mulliken charge.
Element x y z (Å)
1 C 0.388 2.309 0.570  -0.90
2 C -0.148 2.455 -0.727  0.60
3 C -0.429 1.413 1.218  0.72
4 C 0.362 3.293 -1.840  -1.17
5 C -0.342 0.862 2.593  -1.53
6 C 0.138 -1.628 -1.517  -1.05
7 C 0.138 -2.166 -0.090  0.12
8 C -1.203 -2.480 0.429  -1.03
9 C -2.405 0.147 0.442  0.16
10 N -1.221 1.701 -0.858  -1.05
11 N -1.403 1.080 0.315  0.98
12 Cl -3.310 0.157 1.925  -0.17
13 Br -3.472 -0.032 -1.117  -0.06
14 H 1.254 2.798 0.969  0.40
15 H -0.468 3.678 -2.429  0.34
16 H 0.954 4.120 -1.454  0.33
17 H 0.991 2.694 -2.499  0.24
18 H -1.074 1.331 3.249  0.36
19 H -0.527 -0.211 2.592  0.30
20 H 0.649 1.058 2.992  0.36
21 H 1.159 -1.514 -1.875  0.32
22 H -0.390 -2.306 -2.184  0.34
23 H -0.351 -0.659 -1.564  0.15
24 H 0.654 -1.465 0.576  0.16
25 H 0.740 -3.092 -0.066  0.37
26 H -1.983 -2.777 -0.246  0.36
27 H -1.347 -2.650 1.481  0.35

***

Record 3
The following is a quantum chemistry calculation of a molecular structure, H17O9Y at a distorted geometry, from OMol25.

Values from the calculation:
- HOMO level (eV) = -14.959
- strongest force on any atom (eV/A) = 2.0
- ΔE to the lowest compared entry with this formula, charge and spin (eV) = 13.495
- charge = +2
- molecular weight (g/mol) = 250.0

Each line ends with the Mulliken charge.
Element x y z (Å)
1 Y -0.430 0.171 -0.282  2.00
2 O -1.032 0.440 -3.844  -0.55
3 H -0.683 0.043 -4.665  0.27
4 O 0.304 2.172 3.384  -0.61
5 H 1.107 2.415 3.846  0.32
6 H -0.354 2.091 4.074  0.32
7 O -0.030 -3.658 -1.086  -0.58
8 H 0.190 -4.244 -0.361  0.31
9 H -0.162 -4.241 -1.834  0.30
10 O -2.526 3.300 -0.053  -0.58
11 H -3.271 3.521 -0.612  0.31
12 H -2.342 4.106 0.430  0.31
13 O -1.287 -2.174 2.902  -0.61
14 H -1.820 -1.999 3.677  0.32
15 H -0.768 -2.944 3.136  0.32
16 O 1.957 3.206 -1.099  -0.58
17 H 2.899 3.128 -0.947  0.31
18 H 1.864 3.993 -1.636  0.31
19 O 2.899 -0.864 -2.623  -0.60
20 H 3.051 -1.717 -3.030  0.31
21 H 3.495 -0.271 -3.079  0.31
22 O -4.141 -0.841 -0.434  -0.58
23 H -4.838 -0.344 -0.863  0.31
24 H -4.547 -1.678 -0.209  0.31
25 O 3.175 -1.017 1.595  -0.60
26 H 3.345 -1.279 2.501  0.32
27 H 3.945 -1.315 1.111  0.32

***

Record 4
The following is a quantum chemistry calculation of 2 unconnected molecules or ions with the total composition C19H34N6O2 at a distorted geometry, from OMol25.

Values from the calculation:
- HOMO level (eV) = -8.183
- strongest force on any atom (eV/A) = 2.1
- ΔE to the lowest compared entry with this formula, charge and spin (eV) = 0.000
- charge = 0
- molecular weight (g/mol) = 378.5

Each line ends with the Mulliken charge.
Element x y z (Å)
1 C -1.109 -0.605 2.022  -0.91
2 C -1.892 -0.396 3.327  -1.03
3 C -2.966 0.719 3.297  0.66
4 C -4.103 0.312 2.339  -1.78
5 C -2.407 2.120 2.923  -0.19
6 N -1.115 2.412 3.578  -0.01
7 C -0.852 2.796 4.829  0.69
8 C -1.954 2.994 5.850  -0.89
9 O 0.307 2.991 5.156  -0.68
10 C -3.408 3.281 3.064  -0.01
11 O -4.449 3.160 3.703  -0.64
12 N -3.035 4.450 2.528  -0.14
13 C -3.823 5.680 2.598  -0.90
14 H -1.782 -0.880 1.210  0.33
15 H -0.388 -1.411 2.163  0.49
16 H -0.566 0.302 1.757  0.06
17 H -2.377 -1.339 3.585  0.52
18 H -1.180 -0.184 4.126  0.31
19 H -3.393 0.768 4.298  0.20
20 H -4.957 0.978 2.462  0.45
21 H -3.770 0.354 1.303  0.39
22 H -4.436 -0.701 2.566  0.41
23 H -2.191 2.069 1.856  0.47
24 H -0.285 2.288 3.021  0.20
25 H -1.501 3.166 6.825  0.34
26 H -2.555 3.859 5.581  0.21
27 H -2.581 2.108 5.905  0.26
28 H -2.136 4.489 2.075  0.27
29 H -3.518 6.368 1.808  0.34
30 H -4.885 5.450 2.479  0.29
31 H -3.677 6.156 3.569  0.29
32 C 5.129 -3.165 -7.180  -0.44
33 C 5.327 -2.401 -6.049  -0.16
34 N 4.460 -2.430 -5.043  -0.45
35 C 3.408 -3.223 -5.175  0.50
36 N 2.474 -3.326 -4.193  -0.26
37 C 2.304 -2.351 -3.100  0.34
38 C 0.966 -1.635 -3.339  -0.84
39 C 0.757 -0.387 -2.471  -0.95
40 C 0.828 -0.641 -0.957  -0.09
41 C 2.259 -0.865 -0.460  -0.72
42 N 2.711 -2.258 -0.600  -0.29
43 C 2.317 -3.097 -1.751  -1.23
44 N 3.134 -3.980 -6.221  -0.69
45 C 4.000 -3.955 -7.230  -0.09
46 H 5.835 -3.144 -8.000  0.36
47 H 6.206 -1.767 -5.978  0.41
48 H 1.675 -3.865 -4.498  0.32
49 H 3.117 -1.616 -3.106  0.39
50 H 0.918 -1.323 -4.388  0.31
51 H 0.141 -2.335 -3.171  0.37
52 H -0.230 0.023 -2.704  0.37
53 H 1.497 0.371 -2.748  0.40
54 H 0.436 0.249 -0.456  0.05
55 H 0.189 -1.484 -0.675  0.30
56 H 2.942 -0.196 -0.994  0.33
57 H 2.308 -0.597 0.601  0.41
58 H 3.716 -2.330 -0.429  0.27
59 H 3.020 -3.934 -1.816  0.51
60 H 1.327 -3.527 -1.566  0.16
61 H 3.814 -4.566 -8.108  0.39

***

Record 5
The following is a quantum chemistry calculation of a molecular structure, C19H35BBaNO2P at a distorted geometry, from OMol25.

Values from the calculation:
- HOMO level (eV) = -4.601
- strongest force on any atom (eV/A) = 4.4
- ΔE to the lowest compared entry with this formula, charge and spin (eV) = 0.562
- charge = 0
- molecular weight (g/mol) = 488.6

Each line ends with the Mulliken charge.
Element x y z (Å)
1 C 0.609 2.983 -3.262  -0.67
2 C -0.678 2.469 -3.063  -0.85
3 C -0.844 1.243 -2.371  -0.50
4 C 0.259 0.666 -1.792  2.22
5 C 1.528 1.150 -1.984  -0.85
6 C 1.727 2.330 -2.732  -0.68
7 C -2.174 0.525 -2.240  -0.88
8 C -1.982 -1.017 -2.065  -0.67
9 N -2.388 -1.888 -3.074  0.03
10 Ba -0.844 -1.297 0.394  1.67
11 C 2.665 0.392 -1.346  -1.38
12 P 1.959 -1.184 -0.720  0.50
13 H -1.553 2.974 -3.476  0.38
14 H 2.745 2.688 -2.905  0.42
15 H 0.752 3.899 -3.838  0.35
16 H 3.085 0.926 -0.479  0.46
17 H 3.473 0.146 -2.049  0.57
18 H -2.721 0.887 -1.338  0.30
19 H -2.859 0.718 -3.081  0.40
20 H -0.856 -1.224 -2.020  -0.15
21 C 3.449 -1.878 0.032  -1.37
22 C 1.934 -2.139 -2.280  -1.29
23 H -2.612 -1.322 -1.179  0.78
24 C -1.819 -1.758 -4.396  -0.87
25 C -3.052 -3.113 -2.716  -0.95
26 H 0.351 -3.210 2.100  -0.14
27 H -2.401 -2.401 -5.073  0.33
28 H -1.850 -0.714 -4.754  0.28
29 H -0.761 -2.082 -4.469  0.27
30 H -3.443 -3.564 -3.635  0.30
31 H -2.374 -3.835 -2.224  0.24
32 H -3.862 -2.893 -1.997  0.27
33 H 2.944 -2.097 -2.713  0.43
34 H 1.671 -3.186 -2.063  0.37
35 H 1.213 -1.734 -3.002  0.19
36 H 4.270 -1.828 -0.697  0.38
37 H 3.697 -1.293 0.928  0.32
38 H 3.250 -2.920 0.315  0.38
39 H -0.117 -3.703 1.602  0.19
40 C 1.049 2.744 4.379  -1.76
41 C 0.681 1.511 3.585  1.81
42 C 1.538 0.334 4.018  -1.81
43 O 1.071 1.833 2.223  -0.49
44 B 0.066 1.497 1.408  -0.09
45 O -0.981 0.831 1.986  -0.29
46 C -0.857 1.159 3.469  1.23
47 C -1.364 -0.075 4.162  -1.81
48 C -1.772 2.353 3.750  -1.91
49 H 2.130 2.921 4.285  0.44
50 H 0.823 2.613 5.445  0.35
51 H 0.538 3.647 4.018  0.33
52 H 2.598 0.583 3.872  0.52
53 H 1.373 0.129 5.087  0.32
54 H 1.332 -0.580 3.437  0.13
55 H -1.233 0.015 5.248  0.36
56 H -2.434 -0.195 3.951  0.42
57 H -0.867 -0.992 3.816  0.32
58 H -1.520 3.260 3.183  0.34
59 H -2.815 2.095 3.514  0.46
60 H -1.749 2.607 4.824  0.37

***

Record 6
The following is a quantum chemistry calculation of a gas-phase ion, C3H9N (charge +1) at a distorted geometry, from OMol25.

Values from the calculation:
- HOMO level (alpha / beta) (eV) = -16.921 / -16.929
- strongest force on any atom (eV/A) = 1.7
- expectation value of S² = 0.755
- multiplicity = 2
- ΔE to the lowest compared entry with this formula, charge and spin (eV) = 0.839
- charge = +1
- molecular weight (g/mol) = 59.1

Each line ends with the Löwdin spin population.
Element x y z (Å)
1 C 0.427 -0.953 0.637  0.11
2 C -0.900 -0.086 0.404  0.11
3 C -0.803 0.838 -0.830  0.01
4 N 1.591 -0.240 0.236  0.68
5 H 0.365 -1.763 -0.029  0.00
6 H 0.481 -1.135 1.712  0.04
7 H -1.004 0.595 1.240  0.00
8 H -1.618 -0.882 0.231  0.01
9 H -0.074 0.473 -1.556  0.00
10 H -0.370 1.803 -0.540  0.00
11 H -1.748 1.102 -1.285  0.00
12 H 1.634 0.760 0.427  0.02
13 H 2.018 -0.513 -0.646  0.02

***

- Which formula does entry 1 have?
  C35H43BN10O2STi